(1)
Entry from the Open Molecules 2025 dataset: a cluster of 2 separate species, C4H12S2 in total in a non-equilibrium geometry (the ωB97M-V functional and the def2-TZVPD basis).

Results
relative energy (zero: lowest compared OMol25 entry of this formula, charge and spin): 30.1 kcal/mol
total charge: 0
strongest force on any atom: 0.05656 Eh/bohr
E: -955.9165 Ha
HOMO-LUMO gap: 9.8 eV
structure (SMILES): CCS.CCS

CARTESIAN COORDINATES (ANGSTROEM)
C: 1.09471 0.65097 -1.68962
C: 1.60636 -0.70509 -1.18004
S: 2.70022 -0.41077 0.25080
H: 0.82343 0.65770 -2.70679
H: 1.88299 1.46299 -1.48193
H: 0.15131 0.84541 -1.17245
H: 0.93117 -1.53790 -0.73019
H: 2.30920 -1.18579 -1.88457
H: 1.86621 -1.00375 1.09681
C: -1.93029 0.77237 0.53990
C: -0.79167 -0.06988 1.20121
S: -1.37832 -1.69838 1.71164
H: -2.48709 1.02599 1.38371
H: -2.59987 0.33992 -0.20374
H: -1.56923 1.72442 0.00462
H: -0.05011 -0.29311 0.38318
H: -0.26974 0.67489 1.89183
H: -2.28929 -1.25000 2.58563

(2)
Entry from the Open Molecules 2025 dataset: a cluster of 2 separate species, C4H7F2N in total in a non-equilibrium geometry (the ωB97M-V functional and the def2-TZVPD basis).

Results
relative energy (zero: lowest compared OMol25 entry of this formula, charge and spin): 183.9 kcal/mol
total charge: 0
strongest force on any atom: 0.10100 Eh/bohr
E: -410.7812 Ha
HOMO-LUMO gap (alpha / beta): 7.2 / 10.3 eV

CARTESIAN COORDINATES (ANGSTROEM)
C: -0.30226 0.85215 0.40150
C: 0.90289 1.13679 0.72800
C: -0.24380 -1.77035 -0.05950
C: -0.97886 -0.47524 -0.04750
N: 1.55136 4.15247 2.07446
F: 0.56520 3.26949 1.82112
F: 1.46310 4.96362 1.00042
H: -0.91006 1.66852 0.00424
H: 1.77417 0.80801 1.32683
H: 0.42534 -2.12802 0.77265
H: -0.98890 -2.57649 -0.43173
H: 0.52701 -1.73431 -0.93046
H: -1.78136 -0.72741 0.72468
H: -1.39359 -0.36656 -0.97670

(3)
Entry from the Open Molecules 2025 dataset: a cluster of 2 separate species, C4H7INO4 in total in a non-equilibrium geometry (the ωB97M-V functional and the def2-TZVPD basis).

Results
relative energy (zero: lowest compared OMol25 entry of this formula, charge and spin): 79.6 kcal/mol
total charge: -1
strongest force on any atom: 0.06522 Eh/bohr
E: -809.9229 Ha
HOMO-LUMO gap (alpha / beta): 6.4 / 6.4 eV

CARTESIAN COORDINATES (ANGSTROEM)
C: -3.04647 -0.55566 0.50855
C: 0.12498 -0.75705 -1.27509
C: 0.25482 -0.80341 0.21859
C: 2.16235 0.81087 0.43640
N: -1.79689 0.24584 0.66265
O: -4.04020 0.16390 0.49887
O: -2.79614 -1.70638 0.23355
O: 1.99951 1.73717 -0.61826
O: -0.57753 -0.41107 1.10160
I: 3.99057 -0.22936 0.57331
H: 0.95658 -0.04422 -1.69205
H: 0.34698 -1.70384 -1.75857
H: -0.74992 -0.45005 -1.82066
H: 1.10562 -1.31296 0.59177
H: 1.94752 1.30135 1.44836
H: -1.98686 1.08536 1.20592
H: 2.10508 2.62951 -0.31495

(4)
Entry from the Open Molecules 2025 dataset: a cluster of 2 separate species, C3H3FN3O3S in total in a non-equilibrium geometry (the ωB97M-V functional and the def2-TZVPD basis).

Results
total charge: -1
strongest force on any atom: 0.03818 Eh/bohr
E: -1004.1458 Ha
HOMO-LUMO gap: 6.7 eV

CARTESIAN COORDINATES (ANGSTROEM)
O: 0.40531 -0.85477 1.27752
C: -0.12859 0.18278 1.23117
N: -0.80570 1.12484 0.89380
N: -2.01633 1.34147 1.68401
S: -3.20488 0.29546 1.36731
O: -3.54852 -0.48768 2.51323
O: -4.32486 0.90205 0.73196
F: -2.65290 -0.74408 0.27308
C: 2.96874 -0.68804 -1.83263
C: 2.24469 0.46637 -1.32433
N: 1.65815 1.35197 -0.92855
H: 2.31750 -1.27644 -2.47442
H: 3.83373 -0.35959 -2.40456
H: 3.30139 -1.30609 -1.00209

(5)
Entry from the Open Molecules 2025 dataset: a cluster of 2 separate species, C4H6N2O in total in a non-equilibrium geometry (the ωB97M-V functional and the def2-TZVPD basis).

Results
relative energy (zero: lowest compared OMol25 entry of this formula, charge and spin): 182.9 kcal/mol
total charge: 0
strongest force on any atom: 0.14396 Eh/bohr
E: -340.5034 Ha
HOMO-LUMO gap: 7.4 eV

CARTESIAN COORDINATES (ANGSTROEM)
C: 1.24020 1.11680 -0.18020
C: 1.00511 -0.92722 -0.01387
C: -0.46805 -0.38084 0.13569
C: -1.66998 -1.05426 -0.04665
H: -0.74928 2.33894 1.08235
H: 1.87898 2.15027 -0.08650
H: 0.93645 -1.91889 -0.73463
H: 1.51641 -1.53922 0.90562
H: -1.71156 -2.21810 -0.15123
H: -2.72262 -0.53108 -0.59293
N: -0.12359 0.96651 -0.06392
N: 2.01177 0.10150 -0.12113
O: -1.14385 1.89557 -0.13261

(6)
Entry from the Open Molecules 2025 dataset: a structure of composition C31H44N4P2Pd in a non-equilibrium geometry (the ωB97M-V functional and the def2-TZVPD basis).

Results
2S+1: 5
total charge: +2
strongest force on any atom: 0.07256 Eh/bohr
E: -2236.1585 Ha
HOMO-LUMO gap (alpha / beta): 4.8 / 3.9 eV

CARTESIAN COORDINATES (ANGSTROEM)
Pd: 0.59925 0.47147 -3.36405
C: 2.04471 -0.41996 -5.00660
C: 3.27376 -0.04651 -4.54231
C: 4.04838 1.09225 -5.20579
C: 3.16369 2.30384 -5.74886
C: 1.86864 2.43374 -4.95983
C: 0.66419 1.73001 -5.11256
C: 0.46833 0.69604 -6.25658
C: 1.66287 -0.14868 -6.42353
C: -0.86491 0.78021 -1.63777
H: 1.35574 -1.22122 -4.67487
H: 3.99811 -0.81981 -4.23923
H: 4.66864 0.70606 -6.04414
H: 4.75529 1.59427 -4.51310
H: 3.81112 3.19763 -5.52739
H: 3.04618 2.32986 -6.86389
H: 1.87470 3.31380 -4.30875
H: -0.17338 2.49583 -5.16798
H: 0.23526 1.29234 -7.14630
H: -0.40496 0.05348 -6.03680
H: 1.45451 -1.08756 -6.97030
H: 2.50320 0.32732 -6.97416
H: -1.75023 0.12052 -1.79414
H: -1.33363 1.76471 -1.50033
H: -0.55851 0.47721 -0.58746
P: 1.39132 2.21210 -1.65250
P: 2.74176 -0.95996 -2.33929
N: 0.55287 3.70787 -2.35462
N: 1.49469 2.79633 0.02538
N: 2.40693 -2.73825 -3.31925
N: 3.21670 -2.00556 -0.91334
C: 3.15590 1.94231 -2.10438
C: 3.74389 0.49912 -1.77554
C: -0.68143 3.66163 -2.99602
C: -0.98057 4.88901 -3.57007
C: 0.05153 5.77559 -3.16222
C: 0.97528 5.02932 -2.44782
C: 0.39100 3.18735 0.81426
C: 0.78189 4.16149 1.72208
C: 2.18734 4.38883 1.53520
C: 2.58549 3.52958 0.52802
C: 1.13285 -3.08517 -3.80963
C: 1.21485 -4.15186 -4.71356
C: 2.62462 -4.43405 -4.83612
C: 3.27437 -3.60524 -3.90361
C: 3.84311 -3.24405 -0.85596
C: 4.03576 -3.64770 0.43472
C: 3.47677 -2.64066 1.25805
C: 2.99318 -1.64147 0.41781
H: 3.77094 2.68481 -1.58883
H: 3.21388 2.09016 -3.20918
H: 4.74070 0.41977 -2.20879
H: 3.79295 0.33652 -0.68721
H: -1.15498 2.71889 -3.14770
H: -1.86354 5.04984 -4.16437
H: 0.07444 6.83346 -3.39054
H: 1.90732 5.33586 -2.03743
H: -0.58332 2.78746 0.62467
H: 0.11937 4.74166 2.36227
H: 2.82694 5.15838 1.96588
H: 3.54002 3.42792 0.07105
H: 0.22904 -2.59313 -3.44334
H: 0.36195 -4.69305 -5.11715
H: 3.06823 -5.17108 -5.49557
H: 4.27898 -3.79390 -3.46843
H: 4.15914 -3.77301 -1.74652
H: 4.60722 -4.50462 0.75610
H: 3.47921 -2.58367 2.33653
H: 2.55460 -0.67218 0.65241
C: -1.32677 -3.06488 0.46063
C: -0.89904 -1.65397 0.08731
C: -0.10230 -1.06899 1.24651
C: -0.16766 -1.57912 -1.21382
H: -0.47893 -3.74320 0.62502
H: -1.96819 -3.52746 -0.30084
H: -1.89489 -2.98333 1.40163
H: -1.81676 -1.07480 -0.08459
H: 0.75954 -1.70381 1.47668
H: 0.24563 -0.04170 1.02946
H: -0.78426 -1.03503 2.10965
H: -0.81283 -1.85766 -2.03393
H: 0.82563 -2.02944 -1.21955

(7)
Entry from the Open Molecules 2025 dataset: a cluster of 2 separate species, C3H8NO3 in total in a non-equilibrium geometry (the ωB97M-V functional and the def2-TZVPD basis).

Results
relative energy (zero: lowest compared OMol25 entry of this formula, charge and spin): 7.2 kcal/mol
total charge: -1
strongest force on any atom: 0.03645 Eh/bohr
E: -399.6663 Ha
HOMO-LUMO gap: 8.3 eV

CARTESIAN COORDINATES (ANGSTROEM)
C: -0.16629 1.20857 0.20949
N: -0.10781 -0.17470 0.52521
C: 1.14438 -0.69539 1.07762
O: 2.19467 -0.25828 0.60027
O: 0.97720 -1.58758 1.94660
C: -1.17385 1.55071 -0.92293
H: -0.33896 1.92325 1.03536
H: 0.78167 1.55178 -0.19667
H: -0.87191 -0.50448 1.08754
H: -0.88252 2.54831 -1.28225
H: -2.24933 1.55515 -0.74784
H: -0.96902 0.88455 -1.76483
H: 0.23435 -2.02633 -0.82613
H: 0.89138 -3.01745 0.08848
O: 0.53603 -2.95811 -0.82991

(8)
Entry from the Open Molecules 2025 dataset: a cluster of 11 separate species, C63H137N11O11 in total in a non-equilibrium geometry (the ωB97M-V functional and the def2-TZVPD basis).

Results
relative energy (zero: lowest compared OMol25 entry of this formula, charge and spin): 102.8 kcal/mol
total charge: 0
strongest force on any atom: 0.06423 Eh/bohr
E: -3912.2774 Ha
HOMO-LUMO gap: 8.4 eV
structure (SMILES): CC1(C)CCCC(C)(C)N1O.CC1(C)CCCC(C)(C)N1O.CC1(C)CCCC(C)(C)N1O.CC1(C)CCCC(C)(C)N1O.CC1(C)CCCC(C)(C)N1O.CN(C)C=O.CN(C)C=O.CN(C)C=O.CN(C)C=O.CN(C)C=O.CN(C)C=O

CARTESIAN COORDINATES (ANGSTROEM)
C: 3.68747 -3.56179 2.35154
C: 4.69113 -2.42855 2.39497
C: 4.29671 -1.29046 3.36503
C: 6.04944 -3.11611 2.89110
C: 7.35948 -2.44915 2.50464
C: 7.31306 -2.14130 1.01158
C: 6.14493 -1.37359 0.57124
C: 6.13776 0.12676 0.96782
C: 6.20176 -1.40959 -0.92552
N: 4.91600 -2.05935 1.00203
O: 3.78162 -1.34015 0.54457
H: 4.03001 -4.40780 1.78079
H: 3.50539 -3.86903 3.35284
H: 2.69051 -3.31239 1.96694
H: 3.28025 -0.96623 3.11677
H: 4.28803 -1.60460 4.46871
H: 5.01490 -0.43892 3.33887
H: 5.94155 -3.35869 3.98429
H: 6.07784 -4.14236 2.47051
H: 7.59876 -1.40945 2.92395
H: 8.17020 -3.05785 2.83096
H: 7.23366 -3.15518 0.55575
H: 8.21915 -1.76080 0.54506
H: 5.21663 0.61545 0.60421
H: 7.03688 0.59637 0.48104
H: 6.21780 0.24701 2.04526
H: 7.16828 -0.93187 -1.16266
H: 5.40940 -0.80560 -1.37106
H: 6.16056 -2.40709 -1.25392
H: 3.46116 -1.97557 -0.05960
C: -1.85844 1.73821 -4.70861
C: -2.81011 0.64574 -5.14808
C: -3.58571 1.21883 -6.43690
C: -2.01540 -0.65262 -5.44157
C: -2.81097 -1.95085 -5.57893
C: -3.64856 -2.13621 -4.39470
C: -4.53617 -0.84077 -4.02286
C: -5.79776 -0.90338 -4.93654
C: -5.06013 -0.91191 -2.60595
N: -3.74105 0.35433 -4.04484
O: -4.47796 1.53449 -3.72506
H: -1.20622 1.32452 -3.91938
H: -1.27179 2.01273 -5.59507
H: -2.35883 2.68715 -4.36486
H: -4.16345 2.07775 -6.13372
H: -2.95185 1.40084 -7.25931
H: -4.22004 0.43366 -6.68698
H: -1.30321 -0.47136 -6.26705
H: -1.34600 -0.79450 -4.44172
H: -3.40464 -1.86133 -6.46649
H: -2.20938 -2.86862 -5.69865
H: -3.02088 -2.33982 -3.54489
H: -4.32106 -2.98875 -4.45441
H: -6.31518 0.06861 -4.78889
H: -6.58115 -1.59953 -4.71154
H: -5.57758 -0.98770 -6.01662
H: -4.17694 -0.88561 -1.93807
H: -5.46171 -1.85329 -2.47031
H: -5.73638 -0.09588 -2.34766
H: -4.20972 1.68592 -2.83790
C: -4.76558 -0.67855 1.62410
C: -5.36194 0.31097 2.66416
C: -6.90024 0.09689 2.84212
C: -4.58515 0.10601 3.93642
C: -4.65214 1.27142 4.93352
C: -4.37548 2.58230 4.31399
C: -5.32266 2.77470 3.11126
C: -6.78942 3.05310 3.53395
C: -4.92927 4.11110 2.40982
N: -5.01725 1.66260 2.19423
O: -5.86041 1.82489 0.99244
H: -5.39425 -0.83967 0.76669
H: -3.77271 -0.38192 1.34488
H: -4.91713 -1.70434 2.05194
H: -7.04148 -0.98124 2.79780
H: -7.29753 0.49452 3.75559
H: -7.51889 0.52619 2.05985
H: -4.97097 -0.81784 4.38461
H: -3.51364 -0.08098 3.69140
H: -5.67071 1.31920 5.31763
H: -4.05871 0.97844 5.80862
H: -3.36223 2.55768 3.94468
H: -4.40405 3.41043 4.94817
H: -7.43857 2.85513 2.67648
H: -6.89154 4.11666 3.84985
H: -7.10815 2.43249 4.36807
H: -4.86677 4.87419 3.12116
H: -5.65896 4.44861 1.66368
H: -3.93216 3.96131 2.01404
H: -5.17451 1.80475 0.29373
C: 1.51093 3.91084 1.97433
C: 1.56054 3.54708 3.38126
C: 2.67783 4.40797 4.01363
C: 0.21087 3.94319 4.03658
C: 0.04462 3.46326 5.43776
C: 0.17437 1.93680 5.38813
C: 1.52020 1.47665 4.85255
C: 2.68816 1.67264 5.84524
C: 1.30923 -0.04766 4.70133
N: 1.80270 2.10352 3.50498
O: 3.13946 1.76870 3.13849
H: 1.42459 4.99022 1.82958
H: 2.43590 3.72336 1.42579
H: 0.74481 3.45472 1.38193
H: 2.59953 4.44153 5.14448
H: 3.63888 4.04691 3.61487
H: 2.54831 5.42142 3.73668
H: -0.01078 5.00386 3.88954
H: -0.63358 3.49385 3.38468
H: 0.71005 3.85654 6.28374
H: -0.95574 3.68764 5.77407
H: -0.63806 1.59828 4.80428
H: 0.07573 1.36964 6.29180
H: 2.66794 2.65353 6.41639
H: 3.66754 1.71467 5.28314
H: 2.75546 0.83592 6.56687
H: 2.14559 -0.58161 4.32531
H: 0.47688 -0.31473 4.03432
H: 0.89273 -0.44089 5.62738
H: 2.98534 1.10418 2.44327
C: 0.33638 -3.56715 -2.55686
C: 1.47082 -4.56006 -2.92328
C: 1.67989 -5.61843 -1.79611
C: 1.17994 -5.23681 -4.21546
C: 1.09658 -4.28725 -5.38933
C: 2.45618 -3.58354 -5.55382
C: 3.00259 -2.86702 -4.29808
C: 4.53059 -2.71087 -4.47594
C: 2.37003 -1.48737 -4.12576
N: 2.77475 -3.85788 -3.16775
O: 3.19351 -3.16432 -1.94104
H: 0.69495 -2.94588 -1.74010
H: 0.13152 -2.79244 -3.31222
H: -0.56238 -4.11491 -2.36964
H: 1.73808 -5.20039 -0.82857
H: 0.83308 -6.23911 -1.86364
H: 2.47212 -6.22024 -2.13532
H: 1.97638 -6.02203 -4.42014
H: 0.22825 -5.75557 -4.16050
H: 0.81937 -4.89520 -6.31693
H: 0.23043 -3.66090 -5.29029
H: 2.39006 -2.91614 -6.35901
H: 3.25063 -4.31106 -5.90752
H: 4.68182 -2.06355 -5.34313
H: 4.98611 -3.64437 -4.76598
H: 4.92391 -2.27764 -3.55688
H: 1.31845 -1.53164 -4.25099
H: 2.72813 -0.85659 -4.98125
H: 2.65269 -1.06285 -3.15888
H: 3.91512 -3.67800 -1.59681
C: -1.41110 4.47882 0.06240
N: -2.37350 3.89590 -0.81833
C: -2.67594 4.62160 -2.05454
C: -3.00611 2.78408 -0.45724
O: -3.85492 2.13213 -1.05324
H: -1.15707 3.76673 0.84718
H: -1.73934 5.47482 0.45224
H: -0.50171 4.47850 -0.52626
H: -1.70071 4.86310 -2.49129
H: -3.39079 4.12061 -2.73410
H: -3.13575 5.56815 -1.88245
H: -2.73297 2.45573 0.57728
C: 2.85850 5.57019 -1.03364
N: 3.90526 4.73338 -1.53669
C: 3.89683 3.28818 -1.19723
C: 4.97827 5.23382 -2.21398
O: 5.85418 4.55861 -2.76501
H: 3.10877 6.06264 -0.08121
H: 1.93513 4.92913 -0.87957
H: 2.57395 6.31178 -1.79965
H: 3.06966 3.15686 -0.40563
H: 3.79276 2.63663 -2.09984
H: 4.82226 3.00411 -0.77152
H: 4.96925 6.34166 -2.19502
C: -1.78998 -1.93851 4.81796
N: -0.64310 -2.83549 4.83938
C: -0.24869 -3.48194 6.09929
C: -0.06710 -3.17405 3.67369
O: -0.47713 -2.78554 2.59957
H: -1.72150 -1.37270 3.90932
H: -1.84065 -1.23158 5.61447
H: -2.75159 -2.45024 4.84096
H: -0.97287 -4.10650 6.57433
H: 0.68030 -4.03136 6.02533
H: -0.15137 -2.71083 6.88748
H: 0.68247 -4.02616 3.75522
C: -2.55168 -3.64339 0.31118
N: -2.78779 -5.02753 0.27049
C: -4.08952 -5.52694 0.71345
C: -1.72385 -5.88031 0.16494
O: -1.78060 -7.06758 0.39949
H: -3.30206 -3.20591 -0.35768
H: -1.57145 -3.53216 -0.13323
H: -2.58426 -3.16980 1.27098
H: -4.29254 -5.23123 1.76293
H: -4.88291 -5.20953 0.09918
H: -4.04243 -6.62735 0.77464
H: -0.89188 -5.31728 -0.25158
C: 1.01079 -0.02931 0.03977
N: -0.34044 0.45371 0.51673
C: -1.31235 -0.10613 -0.48462
C: -0.69076 0.65189 1.82392
O: -1.86749 0.62636 2.20435
H: 1.02135 -0.99964 -0.47035
H: 1.69137 -0.02049 0.94208
H: 1.37556 0.65210 -0.71775
H: -0.83596 -1.17412 -0.71263
H: -2.26080 -0.14877 0.05475
H: -1.29366 0.58204 -1.30100
H: 0.20911 0.92121 2.48772
C: 2.91342 3.84406 -5.57912
N: 2.01992 3.30792 -4.51879
C: 1.88948 1.89498 -4.39007
C: 1.46010 4.18801 -3.66767
O: 0.81338 3.91320 -2.63616
H: 3.95088 3.47360 -5.18808
H: 2.77696 4.93758 -5.67941
H: 2.62577 3.30436 -6.49816
H: 1.90846 1.46551 -5.44454
H: 2.75644 1.51924 -3.98210
H: 1.00296 1.59615 -3.85916
H: 1.65318 5.20868 -4.00028